Formula: C23H41N2O11PS
Source: the OMol25 dataset
Level of theory: ωB97M-V/def2-TZVPD

Geometry (Å):
C: 6.00100 -1.19965 -0.67151
C: 6.03597 0.11213 -1.57286
C: 4.92000 0.32578 -2.72022
N: 6.92993 1.11361 -1.42882
C: 6.23517 2.04999 -0.50345
C: 5.75025 3.33098 -0.92719
C: 5.91082 3.87989 -2.41390
C: 4.55237 4.61214 -2.90733
O: 4.61221 5.50091 -3.80037
C: 4.97929 4.19697 0.19455
O: 5.15189 5.42910 0.33911
C: 4.00202 3.32521 1.14701
P: 2.30574 3.98211 1.61664
O: 1.40530 4.15454 0.15069
O: 1.39021 2.95480 2.61180
S: 2.41773 5.73139 2.43853
C: 4.48949 2.05245 1.57570
N: 3.72025 1.13066 2.42173
C: 5.95578 1.63105 1.03485
O: 6.78320 1.00259 1.73546
H: 5.08133 -1.08477 0.02164
H: 6.91999 -1.17553 -0.00203
H: 5.87616 -2.17412 -1.26031
H: 5.35031 0.30850 -3.77179
H: 4.12892 -0.49144 -2.53428
H: 4.42525 1.33460 -2.47118
H: 6.78636 4.60556 -2.43746
H: 6.05766 2.96946 -3.09784
H: 3.52475 4.34106 -2.45103
H: 1.37392 3.28519 -0.32547
H: 1.31915 2.05673 2.19274
H: 3.91156 1.25612 3.42397
H: 3.95173 0.18027 2.09811
C: -4.68127 -0.07380 -1.97377
O: -4.23480 0.59829 -0.80814
C: -3.10274 0.01344 -0.17968
C: -1.85255 0.89783 -0.18158
O: -1.32771 1.36392 -1.42123
C: -2.16583 2.15887 -2.24877
C: -2.71857 3.48253 -1.69419
O: -3.49343 3.34131 -0.51321
C: -2.95978 4.00195 0.62856
H: -5.59560 -0.62814 -1.74505
H: -4.92842 0.67375 -2.73254
H: -3.92933 -0.75087 -2.39006
H: -2.87282 -0.97121 -0.60696
H: -3.38320 -0.15082 0.86683
H: -1.04530 0.29479 0.26140
H: -1.95842 1.73731 0.49946
H: -2.95976 1.54141 -2.66438
H: -1.55131 2.41946 -3.11811
H: -3.38699 3.89393 -2.45946
H: -1.90049 4.20018 -1.56716
H: -1.91087 4.28089 0.50503
H: -3.03934 3.32101 1.47904
H: -3.56226 4.88381 0.84918
C: -3.22750 -4.35235 -1.19142
O: -3.67739 -3.83598 0.05017
C: -5.03394 -4.12751 0.35876
C: -5.22608 -5.02037 1.58784
O: -4.60780 -6.30287 1.62368
C: -3.19420 -6.37955 1.52345
C: -2.33382 -5.66713 2.57965
O: -2.55736 -4.26866 2.67320
C: -3.05635 -3.83035 3.93108
H: -3.14942 -3.53727 -1.91647
H: -2.22581 -4.76812 -1.05205
H: -3.87528 -5.14073 -1.58543
H: -5.55684 -4.55463 -0.50680
H: -5.51262 -3.16634 0.57864
H: -6.30510 -5.22317 1.65655
H: -4.99888 -4.48732 2.50624
H: -2.88461 -6.11388 0.51438
H: -2.95649 -7.44660 1.60046
H: -1.28784 -5.79569 2.27754
H: -2.44962 -6.16783 3.54711
H: -3.45460 -4.64695 4.53715
H: -3.85956 -3.11401 3.74428
H: -2.26381 -3.31080 4.47124

Calculated values
DFT total energy: -70132.643 eV
highest occupied orbital energy: -0.3209 Eh
orbital gap: 0.2603 Eh
max |F|: 4.76 eV/A
SMILES: CC(C)=NC1=C(CC=O)C(=O)C(P(O)(O)=S)=C(N)C1=O.COCCOCCOC.COCCOCCOC
LUMO level: -1.6506 eV

***

Formula: C20H30N3
Source: the OMol25 dataset
Level of theory: ωB97M-V/def2-TZVPD

Geometry (Å):
C: 4.79665 0.77847 -3.31801
N: 4.66169 -0.13433 -2.20809
C: 5.88136 -0.75171 -1.73482
C: 3.43902 -0.37550 -1.62908
C: 2.28628 -0.48384 -2.45586
C: 1.05192 -0.70820 -1.88571
C: 0.88034 -0.66672 -0.47246
C: -0.39550 -0.89562 0.10812
C: -0.82220 -0.34997 1.34532
C: -1.79620 -1.05640 2.10556
C: -2.07834 -0.70823 3.40437
C: -1.57869 0.51222 3.93178
N: -1.91925 0.86773 5.21709
C: -1.90834 -0.08838 6.30117
C: -2.26622 2.22328 5.58272
C: -0.77153 1.34784 3.10332
C: -0.32310 0.88156 1.87916
C: 2.04397 -0.51778 0.33822
C: 3.30173 -0.50870 -0.22594
H: 3.81724 0.93646 -3.77345
H: 5.17625 1.75579 -2.97815
H: 5.49015 0.39371 -4.07691
H: 5.67414 -1.76473 -1.36651
H: 6.59640 -0.82119 -2.56593
H: 6.35475 -0.16212 -0.93754
H: 2.40746 -0.44782 -3.53937
H: 0.19599 -0.89630 -2.52979
H: -1.03009 -1.66719 -0.34958
H: -2.24296 -1.95281 1.66941
H: -2.69475 -1.34459 4.04741
H: -1.95616 -1.10978 5.91963
H: -1.01081 0.00631 6.93602
H: -2.77111 0.08810 6.95226
H: -2.77672 2.69227 4.73139
H: -2.94331 2.18983 6.44827
H: -1.38529 2.82767 5.84892
H: -0.43658 2.31332 3.49053
H: 0.42876 1.43990 1.31741
H: 1.92844 -0.48944 1.42456
H: 4.20035 -0.56086 0.39406
C: -3.54355 -0.62624 -5.18547
C: -3.50909 -0.05356 -3.78420
C: -2.16739 -0.18632 -3.07455
N: -2.28035 0.39140 -1.73339
H: -4.56168 -0.53747 -5.56499
H: -2.87818 -0.08389 -5.85827
H: -3.27006 -1.68367 -5.19872
H: -3.78471 1.00756 -3.78084
H: -4.23772 -0.57028 -3.15410
H: -1.88595 -1.25493 -3.03235
H: -1.38937 0.36734 -3.62196
H: -2.61022 -0.30814 -1.06713
H: -1.38744 0.74592 -1.39349

Calculated values
DFT total energy: -25689.523 eV
highest occupied orbital energy: -0.3873 Eh
orbital gap: 0.2146 Eh
charge: +1
max |F|: 0.99 eV/A
LUMO level: -4.6991 eV

***

Formula: C9H12N2
Source: the OMol25 dataset
Level of theory: ωB97M-V/def2-TZVPD

Geometry (Å):
C: 1.02651 2.26643 1.59119
N: 0.26099 1.03541 1.60545
N: 0.98025 -0.17790 1.97809
C: 0.49483 0.03190 0.66326
C: 1.60942 0.20950 -0.66681
C: -0.60585 -0.71485 0.05138
C: -0.65680 -2.05327 -0.18142
C: -1.61825 -2.61452 -1.02202
C: -2.49789 -1.79068 -1.62815
C: -2.51373 -0.42368 -1.36586
C: -1.56447 0.04961 -0.54298
H: 1.15760 2.55877 2.64890
H: 2.00548 2.13851 1.26392
H: 0.32404 2.88782 1.05605
H: 0.38447 -0.77168 2.55258
H: 0.85407 0.49712 -1.34844
H: 1.88808 -0.70869 -1.10797
H: 2.37777 1.00060 -0.64570
H: 0.13199 -2.70347 0.16508
H: -1.58758 -3.66637 -1.26742
H: -3.32583 -2.19661 -2.13196
H: -3.11303 0.24783 -1.81784
H: -1.43144 1.18684 -0.48389

Calculated values
DFT total energy: -12504.414 eV
highest occupied orbital energy: -0.3378 Eh
orbital gap: 0.3743 Eh
max |F|: 4.40 eV/A
SMILES: CN1N[C@@]1(C)c1ccccc1
LUMO level: 0.9930 eV

***

Formula: C10H17BCl2F4O2Ru
Source: the OMol25 dataset
Level of theory: ωB97M-V/def2-TZVPD

Geometry (Å):
C: 0.33651 -1.11131 -1.01968
C: 1.17966 0.03049 -1.29242
C: 0.35928 1.17665 -1.36578
C: 2.60773 -0.02913 -1.59007
C: -0.98912 0.77958 -1.25238
C: -1.03524 -0.64341 -0.99593
C: -2.22659 -1.51065 -1.12590
C: 0.74031 -2.52605 -1.14239
C: 0.83376 2.55683 -1.62404
C: -2.17217 1.63704 -1.48466
Ru: -0.20457 -0.38450 1.05658
Cl: 4.13235 1.62838 0.75050
Cl: 1.82452 -1.12531 1.56535
O: -1.35082 1.08798 1.38534
H: 3.03951 -1.01065 -1.38422
H: 3.15910 0.68221 -0.92765
H: 2.82763 0.27969 -2.62345
H: 1.79646 2.73130 -1.12706
H: 0.10876 3.29656 -1.26690
H: 0.97284 2.72986 -2.69960
H: -2.07948 2.61068 -0.98184
H: -3.08580 1.15014 -1.12218
H: -2.30067 1.83273 -2.56184
H: -3.10451 -1.02176 -0.69532
H: -2.07532 -2.45429 -0.59995
H: -2.44673 -1.72686 -2.17901
H: 1.72637 -2.68304 -0.69865
H: 0.78478 -2.83668 -2.19453
H: 0.03354 -3.17178 -0.62046
H: -1.18710 1.28153 2.34188
O: -0.94468 -2.09995 1.59811
H: -1.07582 -2.10481 2.56618
F: 0.26838 0.64452 3.32346
B: -0.05159 0.17153 4.72321
F: -1.44454 0.11279 4.82298
F: 0.53988 -1.10517 4.83086
F: 0.50336 1.12488 5.61145

Calculated values
spin multiplicity: 5
DFT total energy: -53920.362 eV
highest occupied orbital energy (alpha / beta): -0.0446 / -0.0568 Eh
orbital gap (alpha / beta): 0.2300 / 0.2308 Eh
charge: -2
max |F|: 2.04 eV/A
LUMO level (alpha / beta): 5.0452 / 4.7352 eV